P) # C25H79O32P7

A 11-piece molecular cluster, C25H79O32P7 overall (wB97M-V/def2-TZVPD, OMol25).

XYZ file:
```
143
C25H79O32P7 wB97M-V/def2-TZVPD
C -17.09504 3.04715 7.84479
O -17.19766 4.35054 8.21523
H -16.02825 2.84665 7.74546
H -17.53691 2.37101 8.57669
H -17.61810 2.94952 6.89350
H -16.81881 4.94919 7.56739
C -13.76468 4.81495 -1.77753
O -12.44921 5.23973 -2.18991
H -14.07105 3.92633 -2.32944
H -13.82812 4.64507 -0.70273
H -14.50950 5.56968 -2.02996
H -12.49872 5.45846 -3.12336
C -24.93822 11.46495 -0.79822
O -24.99206 12.68842 -0.10064
H -23.89451 11.17656 -0.67332
H -25.39184 10.60076 -0.31293
H -25.21385 11.52111 -1.85130
H -24.60814 12.59825 0.77462
C -14.85088 8.51022 4.91657
O -15.73990 7.58527 5.43964
H -14.58939 9.28585 5.63638
H -13.91253 8.02261 4.65231
H -15.29434 8.90328 4.00172
H -15.85406 6.97560 4.70693
C -24.64452 7.28724 -5.35163
O -24.66872 5.96822 -5.91004
P -24.96306 5.76921 -7.52628
O -24.07027 6.57615 -8.31770
O -24.78085 4.16834 -7.65449
C -25.89068 3.32548 -7.98991
O -26.53846 6.06872 -7.58590
C -26.93167 7.35014 -8.02755
H -24.35085 7.99335 -6.12833
H -23.93393 7.23618 -4.52666
H -25.54995 7.67773 -4.88705
H -25.56111 2.60708 -8.74051
H -26.76758 3.79723 -8.43329
H -26.26106 2.73955 -7.14872
H -27.45766 7.96106 -7.29392
H -27.59244 7.33457 -8.89430
H -26.09553 8.02027 -8.22727
C -23.31770 0.55987 5.04596
O -22.90979 0.93191 3.68462
P -23.16962 -0.11792 2.45728
O -22.83665 0.40012 1.13330
O -24.68793 -0.54521 2.56689
C -25.81237 0.24547 2.03790
O -22.32197 -1.47349 2.89764
C -21.04024 -1.73706 2.33601
H -24.15299 1.20083 5.32803
H -22.52181 0.67547 5.78169
H -23.57884 -0.48894 4.90488
H -26.53973 0.33731 2.84451
H -26.25401 -0.46035 1.33443
H -25.44815 1.18108 1.61354
H -20.19774 -1.41174 2.94629
H -21.04266 -1.12137 1.43655
H -21.05111 -2.80295 2.10827
C -19.80940 6.87951 -1.22359
O -18.82699 6.84764 -0.22883
P -18.52776 5.65700 0.77347
O -17.49425 5.96113 1.72609
O -18.15209 4.47589 -0.31126
C -17.91798 3.15227 0.16766
O -19.95896 5.20316 1.47696
C -19.86811 4.54051 2.71927
H -19.28412 6.67319 -2.15612
H -20.38528 7.80488 -1.21076
H -20.49358 6.05841 -1.00961
H -18.78552 2.57629 0.48972
H -17.12277 3.17954 0.91265
H -17.45357 2.74150 -0.72882
H -19.56302 3.50901 2.54314
H -20.80751 4.54536 3.27208
H -19.13838 4.89891 3.44532
C -21.48646 2.78684 -4.59615
O -20.87886 3.10940 -5.88214
P -19.60581 2.34596 -6.53408
O -18.69688 1.61065 -5.56837
O -18.87184 3.37480 -7.49150
C -17.91920 4.32524 -6.93422
O -20.22372 1.38344 -7.74952
C -20.67864 0.04805 -7.45713
H -21.84414 3.58898 -3.95059
H -20.70954 2.17448 -4.13844
H -22.41356 2.22652 -4.71712
H -17.20253 3.89077 -6.23730
H -18.42493 4.94659 -6.19513
H -17.45717 4.88400 -7.74810
H -20.33842 -0.62507 -8.24406
H -21.76679 0.07181 -7.39823
H -20.38809 -0.28392 -6.46039
C -16.19647 10.60788 -3.26564
O -16.19008 11.03167 -4.59821
P -17.54905 11.65856 -5.32765
O -18.47959 12.37644 -4.36743
O -16.97643 12.62686 -6.54565
C -16.86985 14.01775 -6.38266
O -18.23640 10.36577 -6.08732
C -19.61709 10.37403 -6.49908
H -17.20642 10.72629 -2.87313
H -15.54878 11.33362 -2.77379
H -15.78077 9.62580 -3.04027
H -17.44347 14.37067 -5.52562
H -17.20507 14.57422 -7.25792
H -15.81505 14.26566 -6.26417
H -19.63871 10.54580 -7.57525
H -20.38821 11.00727 -6.06035
H -19.89283 9.34306 -6.27735
C -18.25808 -8.07074 -1.16841
O -18.49117 -6.69598 -1.24349
P -17.99916 -6.01860 -2.60021
O -18.86343 -6.43751 -3.80124
O -17.93106 -4.41512 -2.21060
C -17.44374 -3.48574 -3.19636
O -16.46178 -6.59886 -2.65717
C -15.65525 -6.47827 -3.81941
H -17.80243 -8.63717 -1.98059
H -19.16237 -8.66267 -1.02708
H -17.72277 -8.26427 -0.23884
H -16.76409 -2.78608 -2.70989
H -18.33046 -2.92768 -3.49700
H -17.00070 -3.86358 -4.11780
H -14.82972 -7.18027 -3.70198
H -15.12120 -5.53185 -3.90409
H -16.27936 -6.58325 -4.70686
C -14.34371 -3.98290 3.60778
O -14.91426 -2.74445 4.04214
P -14.55475 -1.41072 3.23722
O -15.31779 -1.28675 1.96948
O -14.76630 -0.19952 4.24428
C -14.03221 1.00058 4.07128
O -12.90915 -1.54601 3.00117
C -12.02148 -1.48221 4.05653
H -13.74499 -4.04692 2.69920
H -15.14395 -4.67486 3.34529
H -13.73845 -4.44924 4.38513
H -13.56517 1.30324 5.00849
H -14.69465 1.75744 3.65126
H -13.13985 0.98684 3.44548
H -12.47846 -1.28454 5.02617
H -11.31137 -0.65554 4.03509
H -11.40831 -2.38066 4.12653
```

Calculated values
- Structure (SMILES): COP(=O)(OC)OC.COP(=O)(OC)OC.COP(=O)(OC)OC.COP(=O)(OC)OC.COP(=O)(OC)OC.COP(=O)(OC)OC.COP(=O)(OC)OC.CO.CO.CO.CO
- HOMO energy: -10.096 eV
- Frontier orbital gap: 0.3755 Ha

---

Q) # C25H79O32P7

A 11-piece molecular cluster, C25H79O32P7 overall (wB97M-V/def2-TZVPD, OMol25).

XYZ file:
```
143
C25H79O32P7 wB97M-V/def2-TZVPD
C -3.80664 3.15909 34.96975
O -5.18634 2.88187 34.82493
P -5.76121 2.16543 33.49716
O -7.26146 2.27076 33.43109
O -4.91770 2.77256 32.23925
C -5.15205 4.15035 31.78223
O -5.15392 0.66740 33.64935
C -5.33847 -0.27325 32.61200
H -3.60310 4.19127 34.68463
H -3.19542 2.54959 34.30415
H -3.40758 2.93569 35.95916
H -4.26009 4.76716 31.89196
H -5.91668 4.65244 32.37499
H -5.37258 4.09044 30.71646
H -5.91467 0.18910 31.81054
H -5.87756 -1.14526 32.98223
H -4.41662 -0.56242 32.10734
C 2.13749 0.78131 30.23348
O 2.44822 1.85236 29.29932
P 1.53868 1.94781 27.97917
O 1.93009 1.03785 26.82878
O 1.60707 3.59284 27.71731
C 1.16784 4.61771 28.67574
O 0.00145 1.82376 28.45599
C -1.10949 2.15406 27.57584
H 1.32250 0.14226 29.89368
H 1.96489 1.17820 31.23388
H 2.98802 0.11352 30.37043
H 0.83473 4.22779 29.63756
H 0.42283 5.30581 28.27627
H 2.08238 5.17705 28.87286
H -1.82824 1.33465 27.58342
H -0.71505 2.23211 26.56271
H -1.76692 2.98975 27.81563
C -7.97769 4.76724 27.97758
O -7.75026 5.18143 29.31176
P -8.86445 6.13125 29.97971
O -9.26379 7.27583 29.13901
O -8.21759 6.56236 31.43431
C -7.19372 7.56838 31.50215
O -10.12460 5.19164 30.39053
C -9.98358 4.14115 31.31223
H -8.21639 5.64753 27.38074
H -8.83783 4.09785 27.96462
H -7.09943 4.22007 27.63499
H -6.52619 7.51380 30.64219
H -6.58286 7.26725 32.35319
H -7.56646 8.59126 31.44840
H -10.40549 4.39731 32.28407
H -8.94896 3.87577 31.52957
H -10.53515 3.24134 31.03983
C 2.22970 3.70621 32.71406
O 1.41105 2.63490 33.28918
P -0.21315 2.77807 33.20099
O -0.71961 4.13137 33.56078
O -0.45581 2.33534 31.66285
C -1.81034 1.96268 31.19466
O -0.75726 1.50614 34.09893
C -0.36172 0.13925 33.76254
H 1.79461 4.60817 32.28361
H 2.84982 3.31598 31.90706
H 2.94544 4.04463 33.46325
H -2.64685 2.28489 31.81476
H -1.89780 0.87685 31.15695
H -1.91775 2.47617 30.23921
H -1.18253 -0.49335 34.10043
H 0.49655 -0.20336 34.34053
H -0.15106 -0.10256 32.72079
C -3.72550 -0.13324 28.35731
O -4.94915 -0.38741 28.99940
P -5.78682 -1.73700 28.69804
O -7.13325 -1.80384 29.37774
O -5.72970 -1.85051 27.06458
C -6.64110 -1.13215 26.22235
O -4.71324 -2.86033 29.19379
C -5.10641 -4.14427 29.66188
H -2.89143 0.04820 29.03518
H -3.86529 0.78105 27.78057
H -3.46307 -1.00867 27.76330
H -7.37116 -0.54458 26.77901
H -7.17279 -1.81886 25.56369
H -6.00137 -0.54529 25.56323
H -4.67021 -4.87264 28.97828
H -6.17991 -4.25024 29.81839
H -4.51632 -4.37767 30.54812
C -9.51267 0.31660 31.66100
O -9.46824 -0.13925 30.29200
P -9.62587 0.98887 29.03508
O -9.56687 0.50549 27.60362
O -11.03689 1.76443 29.46957
C -12.35912 1.20309 29.41007
O -8.50046 2.05906 29.47839
C -7.13776 1.79076 29.20499
H -10.54450 0.07201 31.91314
H -9.30606 1.38122 31.77050
H -8.73939 -0.19341 32.23548
H -12.98156 1.90750 28.85828
H -12.73928 1.14800 30.43014
H -12.31176 0.26146 28.86309
H -6.83116 1.03363 29.92669
H -6.47005 2.63973 29.35165
H -6.94277 1.44303 28.19052
C -1.80492 7.15125 26.86993
O -2.14748 7.70429 28.16127
P -3.26390 7.11693 29.14087
O -3.56940 5.68415 28.91664
O -2.69329 7.47852 30.64390
C -1.39209 7.13963 31.02822
O -4.48223 8.18120 28.81148
C -4.95395 8.39702 27.49526
H -0.72732 7.24375 26.73464
H -2.15546 7.73197 26.01671
H -1.98031 6.07919 26.78041
H -0.84378 6.75797 30.16694
H -1.40949 6.49623 31.90789
H -0.82421 7.99658 31.39049
H -4.66512 9.36570 27.08739
H -6.03067 8.48629 27.63952
H -4.73994 7.62555 26.75558
C -4.63049 3.39976 27.04459
O -4.07426 3.09924 28.28909
H -3.98325 3.08653 26.22540
H -5.54132 2.80534 26.97296
H -4.90233 4.45239 26.96588
H -3.89870 3.98180 28.62352
C -7.88851 2.23500 25.13453
O -7.66333 3.57208 24.89607
H -7.25138 1.66112 24.46159
H -7.54249 2.05037 26.15153
H -8.90678 1.91004 24.92090
H -8.49463 4.05217 24.88750
C -2.95748 1.60610 24.13018
O -2.08658 1.17060 23.13637
H -3.79626 0.91114 24.16958
H -2.38883 1.66416 25.05829
H -3.30893 2.58774 23.81241
H -2.58660 0.85073 22.38187
C -6.65448 6.47747 24.42081
O -6.34643 7.80097 24.85308
H -7.72099 6.35047 24.23500
H -6.06077 6.22180 23.54317
H -6.31090 5.76712 25.17277
H -6.57172 8.40763 24.14399
```

Calculated values
- Structure (SMILES): COP(=O)(OC)OC.COP(=O)(OC)OC.COP(=O)(OC)OC.COP(=O)(OC)OC.COP(=O)(OC)OC.COP(=O)(OC)OC.COP(=O)(OC)OC.CO.CO.CO.CO
- HOMO energy: -10.342 eV
- Frontier orbital gap: 0.3916 Ha

---

The calculated energies rank the structures as follows, beginning with the most stable: Q), P).